Entry 1:
Molecular formula: C29H20F10N6OsS
Method: DFT, wB97M-V/def2-TZVPD

Structure (XYZ):
```
67
Properties=species:S:1:pos:R:3:forces:R:3:mulliken_charge:R:1
C -3.7820 -1.0322 -1.1389 -0.1 0.0 0.0 -0.199
C -0.7494 -4.0284 -1.6122 0.0 -0.2 -0.1 -0.799
F -2.1050 4.4934 -2.3306 0.0 0.0 0.0 -0.299
C -0.1756 4.5555 0.7243 0.0 0.0 0.1 0.272
H -0.0282 -6.0448 -1.8091 0.0 0.0 0.0 0.477
C 3.9207 -0.6831 0.5662 0.3 -0.4 0.4 -1.417
C -5.0577 -1.4599 -1.4515 0.0 -0.1 -0.1 -0.804
H 3.6966 -1.9454 -1.8170 -0.1 0.0 0.0 0.406
H 4.9725 -0.4029 0.6721 0.0 0.1 0.0 0.321
H -6.7766 1.2847 -0.4744 0.0 0.0 0.0 0.424
H 5.0105 -0.7672 -1.8674 0.0 0.0 0.0 0.391
C -1.2331 4.1458 -1.3978 0.0 0.1 -0.1 0.615
H 4.6247 1.3832 -1.4152 0.1 -0.1 0.1 0.450
C 1.4856 -4.6913 -1.1110 0.0 0.0 0.0 -1.187
C 2.5537 1.9338 -1.5210 0.1 0.2 -0.1 -0.607
C -6.1398 -0.6244 -1.2104 0.0 0.0 0.0 -0.676
C 1.7476 -3.3736 -0.7923 0.1 0.1 0.0 0.017
H -5.2076 -2.4415 -1.8871 0.0 0.0 0.0 0.452
H 3.2776 0.9074 1.8820 -0.1 0.0 -0.2 0.560
F -1.7949 6.0238 -0.1171 0.0 0.0 0.0 -0.270
F -2.1176 0.2826 5.3770 0.0 0.0 0.0 -0.265
C 0.5822 3.4139 0.5483 0.1 -0.2 0.1 0.048
N 1.6729 -0.3904 1.3605 -0.8 -0.4 -2.0 0.761
C 3.0893 -0.1466 1.6803 0.0 -0.3 0.7 -0.537
F -0.8081 -1.7026 1.3806 0.0 -0.5 0.4 -0.259
H 3.8610 1.7249 0.1368 0.0 0.0 0.0 0.287
N -2.6781 -1.9039 -1.3551 -0.1 -0.1 0.0 -0.031
C 3.9252 -0.8847 -1.8446 0.0 -0.1 -0.1 -1.125
F -0.6012 2.2528 -2.6398 0.0 0.1 -0.1 -0.386
C 0.4524 2.6258 -0.5833 -0.2 0.0 -0.1 -1.551
N 3.3550 -0.1789 -0.6703 -0.2 0.1 -1.3 0.288
H 3.3633 -0.6802 2.5935 -0.2 0.1 0.1 0.707
C -1.0797 4.9273 -0.2603 0.0 0.0 0.0 0.508
C -0.5265 -0.8398 2.3594 0.5 -0.1 0.0 -0.417
C -0.4656 3.0095 -1.5492 0.3 0.0 -0.1 0.713
C 0.2179 -5.0244 -1.5483 0.0 0.0 0.0 -0.632
C -3.5788 0.2188 -0.5938 0.2 0.0 0.0 1.191
F 0.2466 1.5984 5.5092 0.0 0.0 0.0 -0.269
H 3.5116 -0.4612 -2.7587 0.0 0.0 0.0 0.345
N 1.3359 1.5305 -0.7884 -0.2 -0.1 -1.3 1.396
C 3.7067 1.2698 -0.8381 0.1 0.1 0.1 -0.847
H 2.4768 1.6107 -2.5620 0.0 0.1 0.0 0.356
F -0.0380 5.2879 1.8165 0.0 0.0 0.0 -0.276
C -0.4127 -2.7336 -1.2855 -0.1 0.1 0.1 1.356
N 0.8391 -2.3984 -0.9080 -0.2 -0.2 -0.4 0.102
H -7.1389 -0.9583 -1.4517 0.0 0.0 0.0 0.421
S -1.9530 0.7854 -0.1907 -0.1 0.0 0.3 0.062
N -0.9204 -0.4650 -0.7823 -0.1 0.0 -0.2 -0.547
F 2.0872 1.2830 3.6431 -0.1 0.1 0.2 -0.360
H 2.7095 -3.0918 -0.3953 0.0 0.0 -0.1 0.409
H -2.9190 -2.8244 -1.6800 0.0 0.0 0.0 -0.033
F -2.6318 -1.3309 3.2441 0.0 0.0 0.0 -0.304
C -5.9371 0.6297 -0.6620 0.0 0.1 0.1 -0.832
C 0.7257 -0.2021 2.3828 -0.3 0.1 0.3 -0.269
H 2.6750 3.0166 -1.5290 -0.1 0.0 0.1 0.535
H -4.4842 2.0362 0.0823 0.0 0.0 0.0 0.493
C -1.4773 -0.6878 3.3458 0.0 0.0 -0.1 0.074
C -1.2204 0.1304 4.4291 -0.1 0.0 0.0 0.796
C -4.6506 1.0572 -0.3514 0.0 0.0 0.0 -0.805
H 2.2631 -5.4344 -1.0065 0.0 0.0 0.0 0.501
H -1.7527 -4.3035 -1.9033 0.0 0.0 0.0 0.448
C 0.9474 0.6060 3.5148 0.1 0.1 -0.4 0.918
H 3.8777 -1.7727 0.5780 0.0 0.0 -0.1 0.397
C -1.3955 -1.6226 -1.1639 0.0 0.3 -0.1 0.705
C -0.0032 0.7851 4.4983 0.1 0.1 0.2 0.046
Os 1.1565 -0.3286 -0.5508 1.5 1.1 3.8 0.066
F 1.4726 3.0515 1.4801 0.0 0.1 0.0 -0.313
```
Forces are in eV/Å.

Calculated values
- total energy (Ha) = -2932.5569
- maximum force (eV/A) = 4.225
- gap between HOMO and LUMO (alpha / beta) (eV) = 5.4717 / 5.4708
- charge = +2
- relative energy (zero: lowest compared OMol25 entry of this formula, charge and spin) (kJ/mol) = 91.2

Entry 2:
Molecular formula: C29H20F18N3O2PRe
Method: DFT, wB97M-V/def2-TZVPD

Structure (XYZ):
```
74
Properties=species:S:1:pos:R:3:forces:R:3:mulliken_spin:R:1
H -1.6129 -2.6474 -5.4760 0.0 0.0 0.0 -0.001
F -0.4317 2.9724 -0.8586 0.0 0.0 0.2 0.005
H 4.9122 1.8561 -2.4241 0.0 0.0 0.0 0.005
F 0.1498 -2.7989 0.3913 0.0 0.0 0.2 0.000
C -4.1215 -2.9813 1.4184 0.0 0.0 0.2 0.002
N 0.8970 0.5332 -0.7900 -1.1 -0.5 0.0 0.158
C -2.6247 -1.7987 -0.0302 0.0 -0.4 -0.2 0.000
C -2.7759 1.3201 -2.9590 0.0 0.0 -0.2 0.001
H 1.5260 -3.1284 -3.5556 0.0 0.0 -0.1 0.001
H 6.1581 3.6026 -0.0629 0.1 -0.1 0.0 0.052
N -1.8463 1.0411 2.6045 -0.4 0.4 -0.1 0.000
C 0.6268 -0.1548 -1.9562 -0.1 0.2 0.0 -0.029
O -1.7609 0.8326 -0.8951 -0.2 0.6 1.0 0.004
F 2.5572 -0.3998 2.7907 0.0 0.0 0.0 0.000
C -0.4865 0.1403 -2.7189 0.1 -0.2 -0.2 -0.016
H -0.1524 -3.6455 -5.3623 0.0 0.0 0.0 0.001
C 2.1286 1.0436 -0.5585 0.9 0.5 0.3 0.243
H 2.6292 1.1204 -2.6794 0.0 0.0 0.0 -0.014
C 1.3721 3.1199 2.2831 0.2 0.1 0.0 0.001
H -3.7163 -3.5263 -0.6250 0.0 0.0 0.0 0.001
F 1.2851 0.7813 4.0923 0.0 0.0 0.0 0.000
H -3.1970 0.7796 5.0271 0.0 0.0 0.0 0.000
H -2.1304 -1.6768 -0.9843 0.0 0.0 0.0 0.000
H -1.0634 1.1325 3.2596 0.0 0.1 0.0 0.001
F 0.4135 2.6720 -2.8348 -0.2 0.0 0.1 0.001
C 4.2891 1.7118 -1.5503 0.1 0.0 0.2 0.065
F -0.8895 -3.6250 2.6986 0.0 0.0 0.0 0.000
H -5.1774 -2.8675 3.9445 0.0 0.0 0.0 0.000
F 0.1776 3.1490 2.8954 0.0 0.0 0.0 0.001
C -0.5259 -2.6247 -5.4101 0.1 0.0 0.0 0.013
C 3.0177 1.2603 -1.6811 -0.3 -0.1 0.2 0.005
H -4.8046 -3.8038 1.5992 0.0 0.0 0.0 0.000
F 2.1935 -1.8330 -1.3970 0.0 0.0 0.0 0.000
C -2.7600 0.0073 3.0763 0.0 -0.3 -0.2 0.004
F -0.0524 -1.6267 2.2633 0.1 0.0 -0.1 0.001
F 0.6859 -4.6584 1.4997 0.0 0.0 0.0 0.000
F 1.7147 -2.9578 2.5268 -0.2 0.0 0.0 0.000
C -0.0702 -1.8318 -4.2236 0.3 -0.1 0.2 0.008
H 6.8404 2.2065 -0.9034 0.0 0.0 0.0 0.004
C -3.3652 -0.0117 4.3063 -0.1 -0.1 0.0 0.000
C -2.9741 -0.9934 2.1384 -0.2 0.3 0.4 -0.006
F -3.3065 0.0864 -2.9540 0.0 0.0 0.0 0.001
F -3.5974 2.1328 -2.3356 0.0 0.0 0.0 0.000
N -2.3303 -0.8815 0.9177 0.5 0.0 0.3 -0.005
O 0.5272 0.9934 1.6191 -1.2 -0.4 0.6 -0.027
F -1.5153 3.6145 -2.6035 0.1 0.0 0.0 0.000
H 2.2752 -0.7375 -3.0795 -0.1 -0.1 0.0 0.013
H -2.3093 1.9570 2.5999 0.0 0.0 0.1 0.000
P 0.3480 -3.1994 1.8911 0.1 -0.1 -0.1 0.000
C 2.2660 0.8342 3.1854 0.1 0.0 0.0 0.011
C 4.8082 2.0336 -0.2685 -0.2 -0.1 -0.1 0.159
C -3.8698 -2.0454 2.4307 0.0 0.1 0.0 -0.001
C -3.5074 -2.8369 0.1808 0.2 0.2 -0.2 0.002
C -0.7552 -0.6494 -3.8602 -0.1 0.2 0.1 -0.032
H 4.2814 2.3122 1.7959 0.0 0.0 0.0 0.004
C -0.7279 2.6814 -2.1447 0.2 0.0 -0.3 0.006
C 6.1851 2.4972 -0.0844 0.1 0.1 0.0 0.025
C 0.9764 -2.2013 -3.4162 -0.3 0.1 -0.2 0.043
H -1.5773 -0.3605 -4.5071 0.0 0.0 0.0 0.006
F 2.2804 3.6614 3.0578 -0.1 0.0 -0.1 0.000
F -2.5786 1.7073 -4.2111 0.0 0.0 0.1 0.000
H -4.7105 -1.0944 5.5949 0.0 0.0 0.0 0.000
C 1.5290 -1.2559 -2.4292 -0.1 0.1 0.1 0.012
C -4.2333 -1.0774 4.6244 0.0 0.0 0.0 0.000
C -4.4874 -2.0668 3.7096 0.0 0.0 0.0 0.002
F 3.3329 1.3906 3.7136 -0.1 0.0 0.0 0.000
C -1.4027 1.2495 -2.2185 0.0 -0.2 -0.1 0.038
F 1.2718 3.8099 1.1512 -0.1 -0.1 0.0 0.000
H 6.5972 2.1899 0.8791 0.0 0.0 0.0 0.013
Re -0.9364 0.6028 0.6975 1.3 -0.2 -1.4 0.015
C 3.9084 1.9718 0.8367 0.1 0.0 -0.1 0.126
C 1.7396 1.6286 1.9449 0.4 -0.2 -0.4 0.058
H -0.1403 -2.1666 -6.3245 0.0 0.0 0.0 -0.002
C 2.6235 1.5277 0.7274 0.0 -0.1 -0.3 0.025
```
Forces are in eV/Å.

Calculated values
- multiplicity = 2
- total energy (Ha) = -3647.6683
- maximum force (eV/A) = 1.907
- gap between HOMO and LUMO (alpha / beta) (eV) = 5.0293 / 5.6613
- charge = +4
- relative energy (zero: lowest compared OMol25 entry of this formula, charge and spin) (kJ/mol) = 119.9